Entry 1:
Density functional theory data (ωB97M-V with the def2-TZVPD basis set) for a molecular structure, C3H4BrN at a distorted geometry.

```
! wB97M-V def2-TZVPD RIJCOSX def2/J DEFGRID3
* xyz 0 1
C 0.32258 0.03802 -1.27183
C -0.42429 0.54330 0.47150
C 0.71337 -0.31825 0.06981
N -0.77771 0.64732 -0.96499
Br 2.81534 0.53337 0.72021
H 0.80257 0.11069 -2.20223
H -1.16396 -0.09331 1.05187
H -0.07011 1.35182 1.08282
H 0.95069 -1.19386 0.53154
*
```

Results
**E_tot**: -74705.50222 eV
**ΔE to the lowest compared entry with this formula, charge and spin**: 2.3245 eV
**LUMO**: -1.00 eV
**Frontier orbital gap**: 0.335 Eh

=====

Entry 2:
Density functional theory data (ωB97M-V with the def2-TZVPD basis set) for a molecular structure, C26H44GdN3O4PS at a distorted geometry.

```
! wB97M-V def2-TZVPD RIJCOSX def2/J DEFGRID3
* xyz 1 8
Gd -8.55832 -11.71519 8.70714
C -7.36947 -13.76546 7.38321
C -6.86083 -12.55991 6.85651
C -6.08679 -11.86158 7.84147
C -6.03291 -12.73537 9.00304
C -6.85939 -13.89519 8.73342
C -7.08646 -15.07067 9.62841
C -5.03010 -12.62300 10.15607
C -5.37400 -10.52878 7.59951
C -6.99724 -12.16490 5.42227
C -8.10556 -14.79230 6.56527
H -6.54590 -15.99627 9.40145
H -8.18661 -15.24797 9.73391
H -6.75235 -14.72586 10.63159
H -4.04067 -12.41327 9.76006
H -5.05664 -13.51783 10.74393
H -5.31122 -11.75844 10.74742
H -4.60460 -10.60523 6.83222
H -4.88324 -10.15981 8.47271
H -6.11375 -9.82553 7.14628
H -6.15429 -12.49993 4.79065
H -7.05601 -11.03856 5.38399
H -7.86184 -12.57405 4.87054
H -7.82045 -15.81183 6.89889
H -7.82131 -14.72175 5.48179
H -9.19995 -14.66223 6.63784
C -12.09952 -7.00026 6.11420
C -10.61720 -7.05925 6.50041
C -10.45521 -7.22124 7.99897
C -9.80181 -5.92954 5.95932
O -10.21469 -8.35492 5.94914
P -8.91927 -9.30019 5.93468
O -7.59899 -8.63637 6.03511
O -9.19553 -10.40634 7.02416
O -9.10022 -10.04658 4.57021
C -8.73421 -9.53163 3.23592
C -7.41989 -10.17297 2.88782
C -9.91970 -10.00986 2.36850
C -8.64617 -8.04129 3.21952
H -12.42452 -6.02764 6.43583
H -12.61124 -7.79327 6.64042
H -12.31914 -7.20204 5.07421
H -10.92374 -6.51860 8.70408
H -9.38556 -7.31601 8.22448
H -10.92897 -8.20541 8.22588
H -9.92557 -5.02488 6.56636
H -10.02404 -5.76742 4.91534
H -8.76359 -6.31179 6.01779
H -7.48297 -11.22536 3.07499
H -6.61376 -9.71539 3.45849
H -7.29742 -10.03548 1.83048
H -10.01445 -11.05502 2.36086
H -9.87778 -9.71326 1.30460
H -10.91380 -9.63969 2.69963
H -7.99175 -7.59328 3.97228
H -9.62352 -7.60983 3.41137
H -8.37380 -7.56155 2.23705
C -12.52974 -11.85449 6.18082
N -12.49540 -12.78513 7.36634
C -13.69781 -13.45242 7.80292
C -11.34891 -13.05197 7.94506
N -10.21771 -13.28904 8.15857
H -13.53979 -12.02625 5.74857
H -11.81837 -12.11654 5.40506
H -12.45841 -10.87084 6.54386
H -14.42481 -13.48170 7.00781
H -14.15791 -13.00056 8.72163
H -13.51957 -14.45280 8.16858
S -8.87189 -10.40150 11.04459
C -9.08167 -11.68610 12.12298
N -10.03441 -12.63432 11.93224
C -10.08786 -13.75629 12.70496
C -9.18697 -13.95217 13.73337
C -8.19025 -12.96270 14.02881
C -8.20376 -11.81753 13.21473
H -10.74550 -12.47253 11.15414
H -10.79452 -14.51032 12.32726
H -9.16273 -14.90866 14.25626
H -7.51958 -13.02863 14.87202
H -7.40941 -11.08845 13.25755
*
```

Results
**<S²>**: 15.952
**E_tot**: -81293.14516 eV
**ΔE to the lowest compared entry with this formula, charge and spin**: 2.4263 eV
**LUMO (spin up / spin down)**: -4.27 / -3.74 eV
**Frontier orbital gap (spin up / spin down)**: 0.210 / 0.232 Eh

=====

Entry 3:
Density functional theory data (ωB97M-V with the def2-TZVPD basis set) for a molecular structure, C20H30O15 at a distorted geometry.

```
! wB97M-V def2-TZVPD RIJCOSX def2/J DEFGRID3
* xyz 0 1
C 3.69547 5.05088 2.02251
C 3.61349 3.56600 2.02655
C 3.23784 2.82497 3.36626
O 2.14745 1.98414 2.97850
C 1.92093 2.04147 1.70118
O 1.16183 1.39275 1.11644
O 2.66015 3.02100 1.21533
H 3.87782 5.39286 1.00374
H 4.46533 5.43289 2.69295
H 2.78651 5.55315 2.35359
H 4.58090 3.21473 1.66766
H 2.83751 3.38882 4.20882
H 4.00411 2.13092 3.71155
C 1.19299 -0.73159 -0.56800
C 0.91181 -0.88801 0.98529
C -0.12247 0.17842 1.50139
O -1.19105 -0.66561 1.93037
C -1.03463 -1.91393 1.52420
O -1.96687 -2.74325 1.58633
O 0.21175 -2.10263 1.18679
H 1.98775 -0.02942 -0.81980
H 0.31125 -0.37844 -1.10272
H 1.39679 -1.66979 -1.08408
H 1.84571 -0.73629 1.52652
H -0.37949 0.86476 0.69455
H 0.27064 0.76127 2.33435
C -4.51128 -1.69999 -1.74999
C -4.21668 -0.40276 -0.90473
C -3.09699 -0.66042 0.14266
O -2.14412 0.32695 -0.23695
C -2.41569 0.87746 -1.44823
O -1.73629 1.66693 -2.06477
O -3.61034 0.43544 -1.83133
H -3.77460 -1.83101 -2.54260
H -5.52741 -1.58631 -2.12768
H -4.59038 -2.58738 -1.12198
H -5.06257 0.18217 -0.54361
H -2.70460 -1.67727 0.13124
H -3.31655 -0.50174 1.19845
C -3.85578 -4.77105 -0.65270
C -2.71225 -3.83602 -0.25288
C -1.37388 -4.49550 -0.06984
O -0.51484 -3.68305 -0.82413
C -1.16765 -2.90784 -1.57715
O -0.64731 -1.99695 -2.30590
O -2.41047 -3.17109 -1.44074
H -3.65282 -5.40399 -1.51658
H -4.79171 -4.24461 -0.83980
H -4.06885 -5.38534 0.22214
H -2.80646 -3.21750 0.63968
H -1.38444 -5.50507 -0.48062
H -0.91372 -4.34524 0.90678
C 3.65782 1.32565 -0.33652
C 2.71903 2.32075 -1.02156
C 2.69486 2.43499 -2.58259
O 1.31502 2.48713 -2.82959
C 0.64861 2.04968 -1.80035
O -0.51156 1.65350 -1.80845
O 1.45348 1.82196 -0.85367
H 3.65316 0.34406 -0.81040
H 3.19523 1.14571 0.63391
H 4.69053 1.66961 -0.39404
H 2.83502 3.30407 -0.56579
H 3.16066 1.57382 -3.06167
H 3.07238 3.35022 -3.03861
*
```

Results
**E_tot**: -51916.42103 eV
**ΔE to the lowest compared entry with this formula, charge and spin**: 24.3284 eV
**LUMO**: 0.24 eV
**Frontier orbital gap**: 0.125 Eh

=====

Entry 4:
Density functional theory data (ωB97M-V with the def2-TZVPD basis set) for 2 unconnected molecules or ions with the total composition C4H9O2 at a distorted geometry.

```
! wB97M-V def2-TZVPD RIJCOSX def2/J DEFGRID3
* xyz 0 2
C -0.55481 0.07847 -1.19160
C -0.71779 -0.10441 -2.70016
H -1.18487 -0.52789 -0.56397
H 0.47684 -0.08874 -0.87081
H -0.83570 1.08803 -0.90315
H -1.41571 0.65210 -3.09747
H -1.14063 -1.08951 -2.93941
H 0.23077 -0.02429 -3.23145
C 1.15632 -0.50427 2.36981
C 0.21263 0.72024 2.04066
O -0.91822 0.62427 2.43114
O 0.81667 1.54551 1.30990
H 2.21438 -0.29228 2.28516
H 0.78911 -1.24390 1.68235
H 0.87101 -0.83334 3.37901
*
```

Results
**<S²>**: 0.755
**E_tot**: -8386.67791 eV
**ΔE to the lowest compared entry with this formula, charge and spin**: 0.2304 eV
**LUMO (spin up / spin down)**: 0.85 / -3.28 eV
**Frontier orbital gap (spin up / spin down)**: 0.427 / 0.270 Eh

=====

Entry 5:
Density functional theory data (ωB97M-V with the def2-TZVPD basis set) for 2 unconnected molecules or ions with the total composition C6H10O at a distorted geometry.

```
! wB97M-V def2-TZVPD RIJCOSX def2/J DEFGRID3
* xyz 0 1
C -0.66443 1.74159 0.52112
C -0.29299 0.52042 0.28312
C 1.81044 -0.20720 -0.94891
C 2.24172 0.23974 0.41326
C 0.85498 -0.34081 0.22426
C -2.44626 -1.04751 -0.12644
O 0.66995 -1.62049 0.75327
H -1.68741 2.06868 0.43810
H 0.03779 2.50941 0.83786
H 1.59982 0.54737 -1.69134
H 2.23630 -1.11920 -1.33567
H 2.93618 -0.38119 0.95527
H 2.32624 1.29552 0.62030
H -3.08407 -0.23716 -0.40634
H -2.08380 -1.67976 -0.91210
H -2.55273 -1.45874 0.85441
H -0.21802 -1.91146 0.50269
*
```

Results
**E_tot**: -8426.17280 eV
**ΔE to the lowest compared entry with this formula, charge and spin**: 5.0676 eV
**LUMO (spin up / spin down)**: 0.21 / 0.19 eV
**Frontier orbital gap (spin up / spin down)**: 0.328 / 0.308 Eh

=====

Entry 6:
Density functional theory data (ωB97M-V with the def2-TZVPD basis set) for a gas-phase ion, C2H8BFO2P (charge +1) at a distorted geometry.

```
! wB97M-V def2-TZVPD RIJCOSX def2/J DEFGRID3
* xyz 1 1
C 1.87581 -0.39472 -0.41877
C 1.14274 0.62444 0.59986
O 0.12972 1.42763 -0.06290
B -1.13369 0.80155 -0.11448
O -2.25835 1.60112 -0.51785
P -1.51377 -1.04876 0.25578
F -2.74499 -1.22302 1.39423
H 1.08257 -1.07976 -0.85766
H 2.68556 -0.96169 0.14970
H 2.35944 0.24997 -1.23080
H 0.79654 0.11874 1.55824
H 1.96773 1.35096 0.92207
H -1.95183 2.03163 -1.35237
H -0.38644 -1.84626 0.61779
H -2.05102 -1.65183 -0.94284
*
```

Results
**E_tot**: -18975.09470 eV
**LUMO**: -6.26 eV
**Frontier orbital gap**: 0.349 Eh